DFT (ωB97M-V/def2-TZVPD) results for a cluster of 2 separate species, H4O2 in total.

The value obtained for the energy relative to the best compared isomer or geometry (same formula, charge and spin) is 0.177 eV. For the total energy, the calculation gives -4159.7617 eV. Its net charge is 0. Its SMILES is O.O. The calculation puts the frontier orbital gap at 11.6980 eV. Its LUMO energy is 0.764 eV.

Geometry as XYZ:
```
6
Properties=species:S:1:pos:R:3:nbo_charge:R:1
O 0.66 1.18 -0.66 -0.97
H 0.26 2.09 -0.77 0.47
H 0.01 0.61 -0.25 0.49
O -0.61 -1.12 0.62 -0.97
H -0.35 -1.81 -0.10 0.49
H -0.34 -1.42 1.48 0.48
```